Record 1
{
  "formula": "C61H50FGeMnNP3S",
  "method": "the ωB97M-V functional and the def2-TZVPD basis",
  "elements": ["Mn", "F", "Ge", "C", "C", "C", "C", "C", "C", "P", "C", "C", "C", "C", "C", "C", "C", "C", "C", "C", "C", "C", "C", "C", "C", "C", "C", "C", "P", "C", "C", "C", "C", "C", "C", "C", "C", "C", "C", "C", "C", "C", "C", "C", "C", "C", "C", "P", "C", "C", "C", "C", "C", "C", "C", "C", "C", "C", "C", "C", "H", "H", "H", "H", "H", "H", "H", "H", "H", "H", "H", "H", "H", "H", "H", "H", "H", "H", "H", "H", "H", "H", "H", "H", "H", "H", "H", "H", "H", "H", "H", "H", "H", "H", "H", "H", "H", "H", "H", "H", "H", "H", "S", "C", "C", "C", "C", "C", "C", "C", "N", "H", "H", "H", "H", "H", "H", "H", "H"],
  "xyz": [[0.0839, -0.6987, -0.3513], [0.5169, 2.5866, -4.8810], [0.1856, 2.3696, -3.1662], [2.0988, 2.1276, -2.7088], [2.7367, 3.2469, -3.2738], [4.0920, 3.4741, -3.1161], [4.8602, 2.5730, -2.3968], [4.2628, 1.4525, -1.8557], [2.8880, 1.2208, -1.9886], [2.2561, -0.4058, -1.4431], [3.3041, -0.8971, -0.0379], [3.5135, -2.2482, 0.2287], [4.2005, -2.6402, 1.3706], [4.6845, -1.6860, 2.2535], [4.4696, -0.3352, 2.0000], [3.7710, 0.0571, 0.8679], [2.7638, -1.3857, -2.8986], [3.9987, -2.0180, -2.9935], [4.3581, -2.6545, -4.1753], [3.4964, -2.6518, -5.2642], [2.2767, -1.9937, -5.1816], [1.9134, -1.3628, -4.0012], [-0.0990, 4.1920, -2.5312], [-0.0613, 5.2921, -3.3928], [-0.1486, 6.5779, -2.8805], [-0.2696, 6.7798, -1.5037], [-0.3272, 5.6907, -0.6491], [-0.2564, 4.3943, -1.1674], [-0.4237, 2.8932, -0.1354], [-2.1050, 3.0467, 0.5832], [-3.0527, 3.9412, 0.0829], [-4.3235, 4.0154, 0.6465], [-4.6656, 3.2020, 1.7172], [-3.7454, 2.2782, 2.1975], [-2.4859, 2.1923, 1.6219], [0.7522, 3.2132, 1.2421], [2.1043, 3.2503, 0.8819], [3.0868, 3.4839, 1.8334], [2.7350, 3.6825, 3.1659], [1.3976, 3.6523, 3.5319], [0.4088, 3.4189, 2.5759], [-1.6612, 1.7003, -3.3686], [-2.1949, 2.5302, -4.3733], [-3.5478, 2.5483, -4.6627], [-4.4147, 1.7421, -3.9461], [-3.9108, 0.9069, -2.9710], [-2.5455, 0.8621, -2.6665], [-2.0629, -0.4563, -1.4999], [-3.3739, -0.4980, -0.2289], [-3.6962, -1.7338, 0.3392], [-4.7082, -1.8243, 1.2819], [-5.4084, -0.6847, 1.6643], [-5.0763, 0.5476, 1.1192], [-4.0550, 0.6453, 0.1820], [-2.3677, -1.9565, -2.4951], [-3.6445, -2.4497, -2.7650], [-3.8015, -3.5598, -3.5788], [-2.6907, -4.1904, -4.1310], [-1.4203, -3.7047, -3.8676], [-1.2663, -2.5947, -3.0475], [2.1667, 3.9567, -3.8527], [4.5454, 4.3505, -3.5633], [5.9256, 2.7296, -2.2753], [4.8822, 0.7387, -1.3293], [3.1373, -3.0004, -0.4478], [4.3483, -3.6943, 1.5697], [5.2249, -1.9929, 3.1416], [4.8459, 0.4152, 2.6848], [3.5913, 1.1122, 0.6955], [4.6812, -2.0264, -2.1535], [5.3194, -3.1472, -4.2464], [3.7787, -3.1579, -6.1796], [1.6102, -1.9655, -6.0348], [0.9675, -0.8353, -3.9550], [0.0583, 5.1421, -4.4614], [-0.1096, 7.4284, -3.5507], [-0.3267, 7.7847, -1.1045], [-0.4359, 5.8445, 0.4195], [-2.8097, 4.5836, -0.7533], [-5.0432, 4.7212, 0.2484], [-5.6478, 3.2787, 2.1689], [-4.0121, 1.6156, 3.0123], [-1.7916, 1.4447, 1.9924], [2.3915, 3.1125, -0.1580], [4.1282, 3.5155, 1.5324], [3.4992, 3.8721, 3.9102], [1.1137, 3.8209, 4.5642], [-0.6295, 3.4137, 2.8835], [-1.5394, 3.1690, -4.9456], [-3.9197, 3.2006, -5.4429], [-5.4788, 1.7551, -4.1482], [-4.6003, 0.2714, -2.4303], [-3.1568, -2.6287, 0.0485], [-4.9530, -2.7884, 1.7121], [-6.2136, -0.7583, 2.3861], [-5.6170, 1.4396, 1.4141], [-3.8062, 1.6165, -0.2346], [-4.5235, -1.9835, -2.3354], [-4.7965, -3.9344, -3.7846], [-2.8190, -5.0650, -4.7565], [-0.5482, -4.1912, -4.2880], [-0.2714, -2.2324, -2.8360], [1.0063, 0.8091, 2.6698], [0.5245, 0.2675, 1.3825], [0.8378, -4.1064, -1.5398], [0.1683, -3.8664, -0.2135], [-0.2551, -4.8361, 0.6328], [-0.8588, -4.1913, 1.7584], [-0.7677, -2.8549, 1.5536], [-1.2179, -1.8096, 2.5413], [-0.1217, -2.6140, 0.3226], [0.1906, -4.6653, -2.2183], [1.7519, -4.6963, -1.4300], [1.1067, -3.1866, -2.0472], [-0.1616, -5.9013, 0.4567], [-1.3148, -4.6613, 2.6215], [-2.0968, -2.1646, 3.0792], [-1.5037, -0.8633, 2.0808], [-0.4555, -1.5849, 3.2944]],
  "total_charge": 1,
  "spin_multiplicity": 6,
  "homo_ha": [-0.3337, -0.3329],
  "s2": 8.772,
  "homo_lumo_gap_ha": [0.217, 0.195]
}

=====

Record 2
{
  "formula": "C21H23GeI2LiN2",
  "method": "the ωB97M-V functional and the def2-TZVPD basis",
  "elements": ["Li", "I", "C", "I", "H", "H", "C", "Ge", "C", "C", "C", "C", "C", "C", "C", "C", "C", "C", "C", "C", "C", "C", "C", "C", "H", "H", "H", "H", "H", "H", "H", "H", "H", "H", "H", "H", "H", "H", "H", "C", "N", "C", "C", "N", "H", "H", "H", "H", "H", "H"],
  "xyz": [[2.1071, -1.3819, -0.9956], [5.1699, -2.0916, -1.0515], [5.1354, -1.7641, 1.0821], [3.1669, -1.5204, 1.9062], [5.7062, -0.8630, 1.2861], [5.5924, -2.6260, 1.5581], [-1.3393, -2.3521, -2.9569], [-0.6214, -1.6918, -1.2010], [-1.2704, -2.9134, 0.2522], [-2.6372, -2.9532, 0.4956], [-3.1350, -3.7351, 1.5244], [-2.2763, -4.5081, 2.2894], [-0.9165, -4.4976, 2.0330], [-0.4207, -3.6867, 1.0260], [-1.3566, 0.1478, -0.8869], [-2.0941, 0.7387, -1.8834], [-2.5880, 2.0440, -1.7549], [-2.2915, 2.7805, -0.6422], [-1.4947, 2.2373, 0.3894], [-1.1056, 3.0017, 1.5105], [-0.3431, 2.4561, 2.5066], [0.0484, 1.1109, 2.4320], [-0.2897, 0.3532, 1.3439], [-1.0429, 0.8913, 0.2815], [-2.4275, -2.3675, -2.9450], [-0.9861, -3.3667, -3.1304], [-0.9992, -1.7251, -3.7794], [-3.3129, -2.3772, -0.1258], [-4.1975, -3.7391, 1.7291], [-2.6672, -5.1272, 3.0799], [-0.2537, -5.1218, 2.6158], [0.6446, -3.6616, 0.8289], [-2.3239, 0.1819, -2.7816], [-3.1852, 2.4639, -2.5510], [-2.6630, 3.7898, -0.5358], [-1.4195, 4.0343, 1.5672], [-0.0481, 3.0460, 3.3612], [0.6136, 0.6763, 3.2428], [0.0018, -0.6912, 1.2958], [0.9284, 3.6107, -1.8280], [2.0260, 2.8777, -1.2394], [2.9128, 3.5792, -0.3373], [2.0837, 1.5999, -1.3198], [2.1900, 0.4523, -1.4167], [1.3262, 4.4972, -2.3220], [0.2127, 3.9117, -1.0610], [0.4131, 2.9901, -2.5569], [3.2291, 4.5067, -0.8133], [3.7898, 2.9716, -0.1260], [2.4086, 3.8093, 0.6038]],
  "total_charge": 1,
  "relative_energy_ev": 0.1099,
  "spin_multiplicity": 2,
  "homo_ha": [-0.3945, -0.4036],
  "s2": 0.753,
  "homo_lumo_gap_ha": [0.272, 0.230]
}

=====

Record 3
{
  "formula": "C45H42I2N5O4RbTe",
  "method": "the ωB97M-V functional and the def2-TZVPD basis",
  "elements": ["Rb", "I", "C", "C", "C", "I", "C", "O", "C", "C", "N", "C", "C", "C", "C", "C", "C", "N", "C", "H", "H", "H", "H", "H", "H", "H", "H", "H", "H", "H", "C", "C", "N", "N", "C", "O", "C", "C", "C", "C", "C", "C", "C", "C", "C", "C", "C", "N", "H", "H", "H", "H", "H", "H", "H", "H", "H", "H", "H", "H", "C", "C", "C", "C", "C", "C", "C", "C", "C", "C", "O", "O", "H", "H", "H", "H", "H", "H", "H", "H", "H", "H", "H", "C", "Te", "C", "C", "C", "C", "C", "C", "C", "H", "H", "H", "H", "H", "H", "H", "H"],
  "xyz": [[1.2738, 1.1820, 0.6458], [-0.8069, 3.7593, -7.0064], [0.1008, 3.3475, -5.0888], [0.0308, 4.1762, -3.9735], [0.8432, 3.9296, -2.8967], [0.8701, 5.4454, -1.5303], [1.7476, 2.8111, -2.8145], [2.6082, 2.6558, -1.8969], [1.7012, 1.8932, -3.9150], [2.7941, 0.8110, -4.0442], [2.8445, -0.2957, -3.1144], [1.6874, -1.2331, -3.1920], [1.6175, -2.1302, -1.9197], [0.8828, -3.2927, -2.0145], [0.5612, -4.0031, -0.8461], [1.0325, -3.4879, 0.3991], [1.7722, -2.3464, 0.3533], [2.0661, -1.6623, -0.7665], [0.9803, 2.2388, -5.0585], [-0.6290, 5.0733, -3.9036], [2.7007, 0.4940, -5.1070], [3.7368, 1.3528, -4.0368], [2.7803, 0.1569, -2.2163], [0.6822, -0.6700, -3.3502], [1.7438, -1.9116, -4.1081], [0.3929, -3.5967, -2.9475], [-0.0609, -4.8400, -0.8442], [0.7555, -4.0373, 1.2585], [2.0307, -1.8315, 1.2515], [1.0474, 1.6579, -6.0033], [4.8563, -0.5470, 4.7791], [4.2450, -0.2160, 3.4516], [3.0262, 0.0946, 3.3016], [2.2996, 0.2545, 4.3810], [0.9932, 0.4112, 4.2001], [0.3049, 0.2031, 3.1471], [0.2250, 0.6444, 5.4846], [1.0173, 0.8311, 6.6394], [0.4202, 1.0106, 7.8865], [-0.9702, 1.2665, 7.8465], [-1.7586, 1.1738, 6.7181], [-1.1306, 0.8668, 5.4970], [5.0438, -0.3045, 2.1424], [6.3641, -0.7610, 1.9998], [7.0220, -0.6069, 0.7776], [6.3467, -0.1355, -0.3617], [4.9830, 0.1299, -0.1402], [4.3666, -0.0016, 1.0169], [4.5341, -1.5444, 5.1489], [5.9157, -0.5600, 4.7294], [4.5642, 0.1575, 5.5954], [2.0654, 0.6638, 6.3013], [1.0112, 1.0921, 8.7658], [-1.4689, 1.5001, 8.8076], [-2.8079, 1.5353, 6.7428], [-1.6518, 0.6962, 4.5822], [6.9176, -1.0933, 2.8239], [7.9990, -0.9585, 0.5794], [6.6777, -0.0543, -1.3516], [4.2776, 0.4520, -0.9525], [-5.9951, 2.1682, -4.5820], [-4.8527, 2.0403, -3.6219], [-4.5413, 3.0221, -2.7171], [-3.4907, 2.8353, -1.8540], [-3.2316, 3.8470, -0.8184], [-2.6674, 1.6929, -1.8967], [-2.9190, 0.7321, -2.8785], [-2.0381, -0.4777, -3.2595], [-4.0132, 0.8930, -3.7253], [-1.6403, 1.3867, -0.8452], [-1.9905, 1.6116, 0.3452], [-0.5544, 0.8746, -1.1853], [-6.9928, 1.9348, -4.1293], [-5.7122, 1.4996, -5.3568], [-6.0746, 3.1789, -5.0766], [-5.2413, 3.8006, -2.4709], [-3.8383, 4.7335, -0.9008], [-2.1804, 4.2175, -0.7728], [-3.4075, 3.4968, 0.2153], [-0.9722, -0.2033, -3.3532], [-2.3798, -0.8726, -4.1582], [-2.1001, -1.2910, -2.4453], [-4.2426, 0.2038, -4.5315], [-1.9078, -4.0454, 2.9131], [-0.7932, -2.3712, 3.5814], [-1.6403, -1.3420, 1.9309], [-2.4554, -2.3417, 1.1231], [-3.0313, -2.0538, -0.1250], [-3.7954, -3.0031, -0.8182], [-3.7477, -4.2857, -0.3303], [-3.1580, -4.6038, 0.8567], [-2.5417, -3.6683, 1.6492], [-2.6593, -4.4245, 3.6047], [-1.1466, -4.7826, 2.6756], [-0.9053, -0.9680, 1.2252], [-2.2758, -0.5221, 2.2168], [-2.8045, -1.1516, -0.6419], [-4.2466, -2.8085, -1.8451], [-4.2291, -5.1339, -0.8760], [-3.0618, -5.6652, 1.0258]],
  "total_charge": -2,
  "relative_energy_ev": 1.6326,
  "homo_ha": -0.0787,
  "homo_lumo_gap_ha": 0.210
}

=====

Record 4
{
  "formula": "C2H2NOPS",
  "method": "the ωB97M-V functional and the def2-TZVPD basis",
  "elements": ["C", "C", "N", "O", "P", "S", "H", "H"],
  "xyz": [[-0.7894, -0.5938, 0.2596], [-0.6999, 0.7610, 0.0006], [2.0317, -0.0453, -1.2915], [0.1434, -1.3530, 0.4685], [0.8918, 1.4627, 0.2293], [1.9582, -0.4310, 0.1176], [-1.8883, -1.0487, 0.1654], [-1.6475, 1.2480, 0.0505]],
  "total_charge": 0,
  "relative_energy_ev": 1.6832,
  "smiles": "N#S1=PC=CO1",
  "homo_ha": [-0.3094, -0.3093],
  "homo_lumo_gap_ha": [0.265, 0.265]
}

=====

Record 5
{
  "formula": "C3H6I2O3",
  "method": "the ωB97M-V functional and the def2-TZVPD basis",
  "elements": ["C", "C", "C", "O", "O", "O", "I", "I", "H", "H", "H", "H", "H", "H"],
  "xyz": [[-0.0125, -0.6816, 0.0492], [-1.1592, 0.3169, 0.1948], [1.2301, 0.2442, 0.1553], [0.0377, -1.2276, -1.1589], [-1.2897, 1.2639, -0.8679], [1.1701, 0.9700, 1.3432], [-3.0921, -0.8089, 0.2267], [3.1171, -0.9691, 0.1417], [0.1283, -1.2273, 0.9569], [-1.1382, 0.8102, 1.1599], [1.1651, 0.9637, -0.6636], [-0.7500, -1.8831, -1.1999], [-1.2458, 0.6471, -1.7201], [1.8392, 1.5817, 1.3827]],
  "total_charge": 0,
  "relative_energy_ev": 0.0000,
  "smiles": "OC([C@@H](O)I)[C@@H](O)I",
  "homo_ha": -0.3553,
  "homo_lumo_gap_ha": 0.353
}